1.
Below is 3 unconnected molecules or ions with the total composition C4H15NO3 at a distorted geometry, with properties calculated with wB97M-V/def2-TZVPD.

```
23
C4H15NO3 (wB97M-V/def2-TZVPD)
C -0.414 1.409 -2.157
C -0.787 2.282 -0.971
C -0.361 1.639 0.411
O -1.393 0.655 0.695
C -1.286 0.136 1.996
N -0.043 3.557 -1.154
H -0.471 1.961 -3.094
H -1.091 0.556 -2.201
H 0.595 0.996 -2.168
H -1.853 2.478 -0.852
H -0.384 2.397 1.194
H 0.694 1.366 0.441
H -1.834 -0.795 2.136
H -1.811 0.818 2.665
H -0.269 -0.123 2.289
H -0.260 4.208 -0.413
H -0.269 3.952 -2.056
O -0.224 -4.941 -0.170
H -0.886 -5.211 -0.806
H -0.644 -4.243 0.333
O 4.606 -4.628 1.206
H 3.709 -4.587 0.874
H 4.675 -3.883 1.803
```

Total energy: -12022.7666 eV
2S+1: 1
Charge: 0
Molecular weight: 125.17 g/mol
Energy relative to the best compared isomer or geometry (same formula, charge and spin): 140.07 kJ/mol
Kohn-Sham gap: 0.36238 Ha
SMILES: COC[C@H](C)N.O.O

---

2.
Below is 4 unconnected molecules or ions with the total composition C4H15NO5S at a distorted geometry, with properties calculated with wB97M-V/def2-TZVPD.

```
26
C4H15NO5S (wB97M-V/def2-TZVPD)
C -0.694 1.664 0.552
N 0.187 1.116 -0.436
C 1.407 1.493 -0.808
O 1.699 2.795 -0.727
O 2.292 0.683 -1.115
C -0.335 0.905 1.937
C -1.329 -0.273 2.124
S -2.872 0.362 2.750
H -1.783 1.442 0.329
H -0.824 2.783 0.498
H -0.078 0.197 -0.812
H 2.669 2.920 -0.679
H 0.729 0.606 1.991
H -0.372 1.586 2.829
H -1.210 -0.834 1.230
H -0.898 -0.843 2.976
H -3.463 0.400 1.620
H -1.322 -1.970 -1.075
H -0.408 -1.467 -2.366
O -1.241 -1.429 -1.858
H 0.434 -3.830 0.131
H 1.440 -2.923 -0.725
O 1.071 -3.220 0.167
H 1.855 -0.578 -2.119
H 1.694 -0.568 -3.583
O 1.351 -1.017 -2.833
```

Total energy: -26953.9498 eV
2S+1: 1
Charge: 0
Molecular weight: 189.23 g/mol
Energy relative to the best compared isomer or geometry (same formula, charge and spin): 93.00 kJ/mol
Kohn-Sham gap: 0.35550 Ha
SMILES: O=C(O)NCCCS.O.O.O

---

3.
Below is 4 unconnected molecules or ions with the total composition C4H15NO6 at a distorted geometry, with properties calculated with wB97M-V/def2-TZVPD.

```
26
C4H15NO6 (wB97M-V/def2-TZVPD)
O -0.829 -0.495 2.986
C -0.351 0.021 2.017
O 0.412 1.144 2.163
C -0.485 -0.474 0.572
C 0.365 -1.727 0.388
C 0.793 -1.911 -1.078
O 1.556 -0.826 -1.551
N -1.924 -0.609 0.341
H 0.519 1.425 3.078
H -0.148 0.317 -0.119
H 1.280 -1.680 1.010
H -0.185 -2.621 0.743
H 1.464 -2.781 -1.139
H -0.054 -2.065 -1.747
H 0.943 -0.163 -1.971
H -2.377 -1.161 1.057
H -2.109 -0.999 -0.574
H 0.804 1.790 -1.960
H -0.766 1.582 -1.972
O 0.083 1.290 -2.370
H -1.489 2.335 0.054
H -2.372 1.235 -0.452
O -1.959 2.067 -0.746
H 1.780 1.598 1.036
H 2.638 0.923 -0.089
O 2.413 1.786 0.323
```

Total energy: -18167.2306 eV
2S+1: 1
Charge: 0
Molecular weight: 173.17 g/mol
Energy relative to the best compared isomer or geometry (same formula, charge and spin): 36.81 kJ/mol
Kohn-Sham gap: 0.38773 Ha
SMILES: N[C@H](CCO)C(=O)O.O.O.O

---

4.
Below is 4 unconnected molecules or ions with the total composition C4H15O4 at a distorted geometry, with properties calculated with wB97M-V/def2-TZVPD.

```
23
C4H15O4 (wB97M-V/def2-TZVPD)
C 0.085 -0.972 -0.046
O -0.653 -1.903 -0.796
C -0.477 -1.338 1.416
C -0.315 -0.219 2.555
C 0.988 0.529 2.340
H 1.078 -1.463 -0.020
H -0.153 0.106 -0.340
H 0.232 -2.050 1.933
H -1.439 -1.771 1.439
H -0.411 -0.754 3.489
H -1.108 0.558 2.596
H 1.153 0.842 1.332
H 1.925 0.032 2.597
H 0.981 1.393 3.018
H -1.360 -0.777 -3.277
H -0.797 -1.442 -1.844
O -0.821 -0.284 -2.657
H 0.820 2.132 -2.533
H 1.340 0.698 -2.613
O 1.672 1.607 -2.525
H -0.888 1.854 -1.322
H -0.962 1.087 -2.496
O -0.889 2.134 -2.245
```

Total energy: -12581.0313 eV
2S+1: 1
Charge: -1
Molecular weight: 127.16 g/mol
Energy relative to the best compared isomer or geometry (same formula, charge and spin): 172.40 kJ/mol
Kohn-Sham gap: 0.31675 Ha

---

5.
Below is a molecular structure, C4H16AgClN4O4 at a distorted geometry, with properties calculated with wB97M-V/def2-TZVPD.

```
30
C4H16AgClN4O4 (wB97M-V/def2-TZVPD)
Ag 0.485 -3.773 1.733
Cl 1.232 -0.632 0.806
C 3.594 -1.502 -3.786
O 4.020 -2.251 -2.735
H 2.655 -1.031 -3.495
H 4.239 -0.722 -4.191
H 3.370 -2.126 -4.650
H 3.228 -2.390 -2.210
C 5.419 1.906 -0.854
O 4.105 2.367 -0.509
H 6.141 2.703 -1.028
H 5.794 1.410 0.041
H 5.347 1.225 -1.703
H 3.544 1.609 -0.329
C -2.540 2.205 2.860
O -2.623 1.329 3.648
N -1.861 2.388 1.822
N -3.288 3.248 2.972
H -2.085 3.059 1.101
H -1.085 1.802 1.547
H -3.147 4.078 2.414
H -4.223 3.069 3.311
C -3.638 -2.531 0.633
O -2.792 -3.127 1.268
N -3.496 -1.411 0.043
N -4.846 -2.956 0.406
H -2.683 -0.882 0.327
H -4.334 -0.978 -0.318
H -5.079 -3.733 1.008
H -5.454 -2.356 -0.133
```

Total energy: -35068.1822 eV
2S+1: 2
Charge: +1
Molecular weight: 327.52 g/mol
Energy relative to the best compared isomer or geometry (same formula, charge and spin): 451.93 kJ/mol
Kohn-Sham gap (spin up / spin down): 0.20392 / 0.12980 Ha

---

6.
Below is a molecular structure, C4H16AsF6O4Ti at a distorted geometry, with properties calculated with wB97M-V/def2-TZVPD.

```
32
C4H16AsF6O4Ti (wB97M-V/def2-TZVPD)
Ti -0.057 0.081 -0.058
As -2.916 -0.980 1.271
F -2.210 -1.848 2.610
F -1.655 -1.589 0.131
F -3.618 -0.103 -0.077
F -4.044 -0.265 2.393
F -1.906 0.437 1.545
F -3.840 -2.400 0.915
C 1.926 -2.304 1.303
O 0.849 -1.396 1.497
H 1.748 -3.271 0.841
H 2.757 -1.764 0.841
H 2.284 -2.589 2.302
H 1.060 -0.804 2.222
C 1.945 1.879 2.020
O 1.762 1.354 0.713
H 2.838 1.462 2.498
H 2.218 2.940 1.948
H 1.057 1.789 2.637
H 2.435 1.701 0.121
C -1.977 2.263 -2.195
O -0.684 1.964 -1.615
H -2.695 2.256 -1.376
H -2.001 3.283 -2.585
H -2.232 1.573 -2.992
H -0.241 2.815 -1.566
C 1.139 -0.800 -2.771
O 1.217 -1.510 -1.525
H 2.151 -0.576 -3.118
H 0.571 -1.350 -3.526
H 0.591 0.132 -2.626
H 1.530 -2.382 -1.779
```

Total energy: -112856.3600 eV
2S+1: 4
Charge: 0
Molecular weight: 364.94 g/mol
Energy relative to the best compared isomer or geometry (same formula, charge and spin): 27.27 kJ/mol
Kohn-Sham gap (spin up / spin down): 0.16007 / 0.39570 Ha

---

7.
Below is a molecular structure, C4H16BaFO4 at a distorted geometry, with properties calculated with wB97M-V/def2-TZVPD.

```
26
C4H16BaFO4 (wB97M-V/def2-TZVPD)
Ba -4.815 9.565 7.850
F -6.530 9.083 9.997
C -9.642 10.010 9.305
O -8.783 10.438 10.347
H -10.686 10.166 9.575
H -9.438 10.579 8.398
H -9.446 8.958 9.095
H -7.986 9.909 10.268
C -6.022 12.876 9.847
O -5.542 11.557 9.725
H -6.494 13.098 10.805
H -5.154 13.532 9.797
H -6.729 13.194 9.081
H -6.265 11.013 10.048
C -8.595 6.945 12.118
O -7.837 6.748 10.908
H -8.727 8.008 12.319
H -9.546 6.412 12.107
H -8.005 6.577 12.957
H -7.262 7.488 10.702
C -6.258 9.943 13.415
O -5.419 9.101 12.669
H -5.873 9.929 14.435
H -6.187 10.938 12.975
H -7.284 9.585 13.495
H -5.736 9.070 11.763
```

Total energy: -15989.8138 eV
2S+1: 2
Charge: +2
Molecular weight: 284.49 g/mol
Energy relative to the best compared isomer or geometry (same formula, charge and spin): 116.76 kJ/mol
Kohn-Sham gap (spin up / spin down): 0.29254 / 0.13759 Ha

---

8.
Below is a molecular structure, C4H16FN8NiO4 at a distorted geometry, with properties calculated with wB97M-V/def2-TZVPD.

```
34
C4H16FN8NiO4 (wB97M-V/def2-TZVPD)
Ni -1.435 0.270 -1.245
F 0.238 -0.445 -0.526
C 1.202 -3.769 0.868
O 1.472 -4.868 1.325
N 2.173 -2.887 0.495
N -0.038 -3.166 0.898
H 1.953 -1.976 0.139
H 3.114 -3.236 0.451
H -0.737 -3.534 1.514
H -0.068 -2.254 0.478
C -3.452 -0.916 0.877
O -2.422 -0.647 0.226
N -4.672 -1.026 0.314
N -3.480 -1.111 2.201
H -5.537 -1.040 0.825
H -4.812 -0.825 -0.663
H -2.630 -1.019 2.734
H -4.268 -1.562 2.624
C 3.452 0.952 -1.840
O 4.338 1.351 -2.581
N 2.410 1.758 -1.432
N 3.189 -0.365 -1.576
H 1.803 1.315 -0.764
H 2.493 2.724 -1.688
H 3.887 -1.030 -1.862
H 2.222 -0.594 -1.432
C -0.290 3.086 -0.145
O -1.088 2.120 -0.353
N 0.072 3.399 1.095
N 0.034 3.909 -1.133
H 0.673 4.167 1.344
H -0.275 2.894 1.893
H -0.336 3.792 -2.059
H 0.814 4.533 -1.003
```

Total energy: -68276.0472 eV
2S+1: 3
Charge: +1
Molecular weight: 317.91 g/mol
Energy relative to the best compared isomer or geometry (same formula, charge and spin): 0.00 kJ/mol
Kohn-Sham gap (spin up / spin down): 0.23615 / 0.21395 Ha

---

9.
Below is a molecular structure, C4H16IN8O4 at a distorted geometry, with properties calculated with wB97M-V/def2-TZVPD.

```
33
C4H16IN8O4 (wB97M-V/def2-TZVPD)
I 0.513 -1.466 0.254
C -2.143 0.579 -0.275
O -3.257 0.935 -0.035
N -1.078 1.093 0.227
N -2.026 -0.344 -1.169
H -0.196 0.631 0.054
H -1.388 1.921 0.715
H -1.146 -0.840 -1.175
H -2.771 -0.924 -1.527
C -1.934 -1.027 2.979
O -2.455 -2.077 3.066
N -1.794 -0.288 4.036
N -1.397 -0.552 1.836
H -2.303 -0.630 4.839
H -1.731 0.719 3.988
H -0.928 0.339 1.912
H -1.204 -1.103 1.012
C 1.921 -1.092 -3.194
O 2.346 -0.885 -4.265
N 1.112 -2.020 -2.798
N 2.077 -0.227 -2.275
H 0.699 -2.734 -3.381
H 0.728 -2.036 -1.864
H 2.805 0.455 -2.434
H 1.801 -0.449 -1.329
C 1.846 2.090 0.140
O 2.208 3.218 0.303
N 1.341 1.469 -0.903
N 2.037 1.144 1.035
H 1.348 0.463 -0.806
H 1.338 1.933 -1.800
H 1.610 0.250 0.841
H 2.021 1.455 1.997
```

Total energy: -32619.1646 eV
2S+1: 1
Charge: -1
Molecular weight: 367.13 g/mol
Energy relative to the best compared isomer or geometry (same formula, charge and spin): 798.44 kJ/mol
Kohn-Sham gap: 0.30116 Ha

---

10.
Below is 5 unconnected molecules or ions with the total composition C4H16IO4 at a distorted geometry, with properties calculated with wB97M-V/def2-TZVPD.

```
25
C4H16IO4 (wB97M-V/def2-TZVPD)
I 0.370 0.780 -1.851
C 4.119 -0.606 0.532
O 3.008 0.286 0.592
H 3.823 -1.524 0.024
H 4.937 -0.120 -0.007
H 4.444 -0.783 1.556
H 2.388 0.080 -0.128
C -0.892 1.044 2.217
O 0.362 1.395 1.636
H -1.239 0.041 1.954
H -0.839 1.076 3.308
H -1.631 1.788 1.897
H 0.131 1.428 0.687
C -3.565 1.834 -3.162
O -3.001 2.484 -2.048
H -3.331 0.765 -3.135
H -4.651 1.949 -3.080
H -3.280 2.244 -4.138
H -2.113 2.109 -1.928
C 0.264 -2.956 1.121
O -0.602 -2.070 0.436
H -0.097 -3.270 2.098
H 0.454 -3.901 0.598
H 1.180 -2.362 1.203
H -0.238 -1.711 -0.383
```

Total energy: -20699.4036 eV
2S+1: 1
Charge: -1
Molecular weight: 255.07 g/mol
Energy relative to the best compared isomer or geometry (same formula, charge and spin): 61.81 kJ/mol
Kohn-Sham gap: 0.29246 Ha

---

11.
Below is 2 unconnected molecules or ions with the total composition C4H16N10P at a distorted geometry, with properties calculated with wB97M-V/def2-TZVPD.

```
31
C4H16N10P (wB97M-V/def2-TZVPD)
C -0.990 -1.921 0.728
C 3.087 0.007 -0.271
C -0.904 1.994 1.214
C -3.118 -0.094 -2.396
N -1.763 -1.162 -0.092
N 2.760 -1.119 0.300
N -2.695 0.842 -1.370
N -1.700 -3.029 1.115
N 0.150 -1.658 1.218
N 4.413 0.019 -0.611
N 2.329 1.097 -0.375
N -0.422 2.902 2.080
N -0.272 1.322 0.264
N -2.173 1.529 1.269
P -1.639 0.418 -0.153
H -4.019 0.407 -2.959
H -3.200 -0.956 -1.825
H -2.438 -0.110 -3.270
H -2.622 -3.201 0.672
H -1.388 -3.938 1.260
H 3.428 -1.590 0.866
H 0.517 -2.260 1.918
H 4.960 -0.803 -0.424
H 4.904 0.890 -0.353
H 1.240 1.265 -0.181
H 2.588 1.836 -1.074
H 0.443 3.192 1.740
H -0.505 2.646 3.051
H 1.710 -1.343 0.656
H -2.671 1.856 -1.490
H -2.966 1.910 1.741
```

Total energy: -28592.5393 eV
2S+1: 1
Charge: +1
Molecular weight: 235.22 g/mol
Energy relative to the best compared isomer or geometry (same formula, charge and spin): 129.16 kJ/mol
Kohn-Sham gap: 0.35724 Ha

---

12.
Below is 3 unconnected molecules or ions with the total composition C4H16N2O2 at a distorted geometry, with properties calculated with wB97M-V/def2-TZVPD.

```
24
C4H16N2O2 (wB97M-V/def2-TZVPD)
N 1.076 -0.272 2.510
C 0.489 -1.347 1.705
C 0.893 -1.305 0.134
N 0.179 -0.252 -0.605
C 0.786 0.308 -1.839
C -0.303 1.275 -2.290
H 0.808 -0.341 3.523
H 2.059 -0.487 2.501
H 0.997 -2.280 2.124
H -0.601 -1.233 1.623
H 0.505 -2.141 -0.438
H 2.011 -1.120 0.167
H -0.161 0.550 -0.093
H 0.924 -0.397 -2.631
H 1.667 0.872 -1.623
H -1.272 1.192 -1.891
H 0.024 2.228 -1.902
H -0.384 1.296 -3.445
H -2.750 -1.947 -1.042
H -2.053 -0.665 -0.720
O -2.924 -1.091 -0.714
H -0.283 3.133 1.201
H 0.582 1.943 1.681
O 0.169 2.275 0.885
```

Total energy: -11481.3477 eV
2S+1: 1
Charge: 0
Molecular weight: 124.18 g/mol
Energy relative to the best compared isomer or geometry (same formula, charge and spin): 156.66 kJ/mol
Kohn-Sham gap: 0.34160 Ha
SMILES: CCNCCN.O.O